1.
ORCA calculation (ωB97M-V with the def2-TZVPD basis set) on C19H14Cl2IIrN4O2S2 as an isolated structure.

Net charge = +1
<S²> = 8.847
Spin multiplicity = 6
Relative energy (zero: lowest compared OMol25 entry of this formula, charge and spin) = 0.53 kcal per mole
Frontier orbital gap (spin up / spin down) = 0.231 / 0.210 Eh

XYZ file:
```
45
Properties=species:S:1:pos:R:3:forces:R:3:lowdin_spin:R:1
Ir 1.125 -1.007 -0.266 -0.08 -0.06 0.16 2.273
I 2.530 0.186 -2.748 -0.12 0.02 -0.05 0.139
Cl 1.246 -3.517 -3.100 -0.04 -0.07 0.04 0.012
Cl -1.019 -2.628 -1.478 0.01 -0.13 -0.04 0.086
S 2.767 -2.502 0.427 0.06 0.01 -0.21 0.167
S 0.255 -2.335 1.816 0.09 -0.10 0.02 0.468
O 1.263 0.505 1.415 0.06 0.03 -0.12 0.384
O -2.107 4.244 -0.487 0.04 -0.09 0.02 -0.002
N -0.303 2.801 3.568 0.03 0.03 0.29 -0.018
N 0.925 -4.505 4.810 -0.01 0.02 0.02 0.168
N -0.210 0.518 -1.082 0.10 0.15 0.14 0.080
N 4.738 -4.704 2.578 0.02 -0.01 0.02 0.170
C 3.657 -4.316 2.681 0.04 -0.03 -0.01 0.030
C -1.272 3.251 2.769 0.10 0.11 -0.19 0.217
C -2.572 3.515 0.636 -0.01 0.02 -0.01 -0.001
C -1.451 2.872 1.430 -0.01 -0.14 -0.16 0.023
C -0.495 0.377 -2.475 -0.10 0.01 -0.05 0.009
C -0.601 1.912 0.897 -0.02 -0.04 0.20 0.106
C -2.099 0.218 -4.260 -0.01 0.01 0.06 -0.001
C 0.027 -4.007 -1.929 0.04 0.04 0.01 0.006
C -0.750 1.526 -0.501 0.06 0.03 -0.01 -0.007
C 0.547 1.917 3.109 0.02 -0.04 0.04 0.165
C -1.813 0.394 -2.916 0.01 -0.01 -0.09 0.007
C 1.558 -4.200 3.896 -0.08 -0.03 0.04 0.032
C 2.333 -3.831 2.775 -0.07 -0.02 -0.06 0.303
C 0.443 1.390 1.749 -0.16 0.08 -0.02 0.082
C -1.067 0.029 -5.165 0.01 0.00 -0.02 0.007
C 0.537 0.182 -3.386 0.00 0.01 -0.01 0.014
C 1.808 -2.984 1.755 -0.07 0.22 0.10 0.026
C 0.250 0.017 -4.730 0.10 0.00 -0.04 0.001
C 1.618 1.389 3.991 -0.01 0.00 -0.01 0.024
H 1.569 1.874 4.961 -0.01 0.01 0.00 0.000
H -0.611 -4.770 -2.357 0.01 0.03 -0.03 0.001
H -2.614 0.508 -2.196 -0.01 -0.01 0.01 0.000
H 0.519 -4.348 -1.025 0.01 0.00 -0.01 0.001
H 2.596 1.548 3.535 0.02 -0.01 0.01 0.009
H -1.283 -0.113 -6.215 0.01 0.00 -0.01 0.000
H 1.055 -0.120 -5.439 0.00 -0.01 0.00 0.001
H -1.352 2.202 -1.099 -0.02 0.02 -0.07 0.000
H -3.166 4.145 1.301 -0.01 -0.01 0.02 0.000
H -3.127 0.218 -4.595 0.00 0.00 0.00 0.000
H -1.936 3.993 3.199 -0.02 -0.04 0.03 0.010
H -1.778 5.105 -0.207 0.00 -0.03 0.01 0.000
H -3.241 2.745 0.247 0.01 0.02 0.00 -0.001
H 1.501 0.309 4.109 0.02 0.01 0.01 0.009
```
Positions in Å, forces in eV/Å.

=====

2.
ORCA calculation (ωB97M-V with the def2-TZVPD basis set) on a 2-piece molecular cluster, C4H6N2O overall.

Net charge = 0
Relative energy (zero: lowest compared OMol25 entry of this formula, charge and spin) = 114.24 kcal per mole
Frontier orbital gap = 0.339 Eh

XYZ file:
```
13
Properties=species:S:1:pos:R:3:forces:R:3:mulliken_charge:R:1
O -1.004 -0.926 -0.273 -0.14 0.18 -0.18 -0.257
N 1.242 -0.922 0.430 -0.07 0.01 -0.05 -0.028
N 1.993 1.054 -0.230 0.00 -0.23 0.12 -0.602
C 2.304 -0.066 0.367 0.12 0.03 0.02 -0.253
C 0.667 0.944 -0.580 -0.20 0.01 -0.09 -0.129
C -1.931 -0.308 -0.977 0.05 -0.36 0.10 -0.482
C 0.206 -0.274 -0.182 0.26 0.12 0.00 0.458
H -2.780 0.830 1.203 -0.03 0.06 0.02 0.161
H 0.125 1.723 -1.094 0.11 -0.14 0.07 0.475
H 1.201 -1.831 0.864 0.04 0.11 -0.09 0.197
H -2.497 1.097 0.565 -0.08 0.09 0.13 -0.137
H -2.802 -0.992 -0.855 0.11 0.07 -0.02 0.234
H 3.277 -0.327 0.761 -0.16 0.05 -0.02 0.364
```
Positions in Å, forces in eV/Å.

=====

3.
ORCA calculation (ωB97M-V with the def2-TZVPD basis set) on a 2-piece molecular cluster, C3H5NO2 overall.

Net charge = 0
SMILES = O=C=NC=O.C
Relative energy (zero: lowest compared OMol25 entry of this formula, charge and spin) = 24.22 kcal per mole
Frontier orbital gap = 0.428 Eh

XYZ file:
```
11
Properties=species:S:1:pos:R:3:forces:R:3:mulliken_charge:R:1
O -1.323 -1.208 0.819 0.97 0.17 -0.34 -0.394
O 2.562 -2.000 -1.108 -0.17 0.14 0.44 -0.423
N 0.849 -0.853 -0.106 -0.66 -0.18 0.17 -0.321
C -1.146 1.855 -0.133 -0.01 0.04 0.00 -0.887
C 1.887 -1.811 -0.142 0.30 -0.22 -0.29 0.088
C -0.250 -1.056 0.390 -0.49 -0.19 0.22 0.767
H 2.009 -2.346 0.815 0.11 0.00 -0.14 0.295
H -0.943 2.405 -1.051 0.00 0.00 0.08 0.257
H -1.787 1.002 -0.361 0.05 0.12 0.00 0.182
H -0.201 1.514 0.294 -0.14 0.12 -0.07 0.168
H -1.656 2.499 0.582 0.03 -0.02 -0.06 0.269
```
Positions in Å, forces in eV/Å.